# 1
91
Properties=species:S:1:pos:R:3 method="wB97M-V/def2-TZVPD" orbital_gap_ev="4.728 / 3.040" s_squared=0.7547 spin_multiplicity=2 homo_energy_ev="-17.84 / -17.84" charge=+4 lumo_energy_ev="-13.11 / -14.80"
Sr -2.450 2.078 -2.320
Ca 0.215 4.660 -0.358
O 0.394 0.272 0.650
C 0.000 0.937 -0.401
O 0.121 2.156 -0.541
O -0.765 0.408 -1.242
H -0.077 -0.552 0.501
C -2.284 -3.129 3.492
C -0.929 -3.580 3.868
C 0.112 -2.382 4.021
O -0.835 -4.492 4.891
H -3.021 -3.932 3.507
H -2.222 -2.784 2.460
H -2.602 -2.315 4.144
H -0.656 -4.115 2.958
H 0.203 -1.766 3.127
H 1.100 -2.810 4.191
H -0.072 -1.818 4.936
H -1.569 -4.320 5.485
C 3.421 -0.058 1.908
C 4.525 -0.528 1.012
C 4.191 -0.786 -0.480
O 5.492 0.417 1.085
H 2.528 -0.654 1.714
H 3.127 0.969 1.690
H 3.691 -0.148 2.960
H 4.958 -1.460 1.376
H 3.756 -1.769 -0.659
H 5.141 -0.868 -1.007
H 3.546 0.000 -0.872
H 5.028 1.191 0.757
C -3.752 -1.927 -4.649
C -2.839 -0.967 -3.871
C -1.610 -0.365 -4.695
O -3.657 0.186 -3.591
H -3.972 -1.442 -5.600
H -4.655 -2.192 -4.100
H -3.222 -2.859 -4.846
H -2.532 -1.428 -2.933
H -1.007 0.242 -4.021
H -1.911 0.280 -5.521
H -1.024 -1.189 -5.104
H -4.519 0.086 -4.002
C -3.415 -0.105 1.386
C -3.753 -0.269 -0.114
C -4.940 -1.199 -0.225
O -3.986 0.946 -0.732
H -3.164 -1.041 1.883
H -4.135 0.382 2.043
H -2.574 0.584 1.462
H -2.802 -0.585 -0.544
H -4.704 -2.188 0.168
H -5.182 -1.357 -1.276
H -5.823 -0.770 0.248
H -4.291 1.561 -0.060
C -1.446 -4.017 -1.844
C -0.367 -3.404 -0.963
C 0.846 -2.752 -1.678
O -0.864 -2.303 -0.117
H -1.807 -3.280 -2.562
H -2.291 -4.500 -1.354
H -1.057 -4.827 -2.462
H -0.034 -4.090 -0.184
H 1.356 -3.512 -2.270
H 1.579 -2.282 -1.022
H 0.473 -2.026 -2.400
H -0.983 -1.519 -0.659
C -0.403 4.111 3.276
C 1.030 4.233 2.777
C 2.011 3.612 3.737
O 1.260 3.706 1.523
H -1.057 3.568 2.594
H -0.929 5.062 3.371
H -0.543 3.577 4.216
H 1.240 5.302 2.760
H 1.940 2.530 3.842
H 2.098 4.127 4.694
H 3.035 3.708 3.375
H 1.280 2.750 1.609
C 2.912 2.433 -2.941
C 3.263 3.136 -1.591
C 4.752 3.591 -1.456
O 2.420 4.320 -1.418
H 1.850 2.188 -2.975
H 3.587 1.638 -3.256
H 3.045 3.187 -3.716
H 3.105 2.413 -0.789
H 5.328 2.869 -2.035
H 5.041 3.704 -0.411
H 4.789 4.511 -2.038
H 2.946 5.030 -1.794

***

# 2
124
Properties=species:S:1:pos:R:3 method="wB97M-V/def2-TZVPD" orbital_gap_ev=6.064 homo_energy_ev=-10.77 charge=+1 lumo_energy_ev=-4.71
O 3.694 0.527 1.667
N 3.887 0.484 0.516
O 2.972 1.288 -0.214
C 1.754 1.473 0.441
C 1.479 2.781 1.127
C 2.481 4.017 1.167
O 2.421 4.796 2.070
O 3.402 4.132 0.100
C 0.194 2.877 1.814
C -0.754 1.750 1.780
C -2.110 2.015 2.527
C -2.896 0.733 2.939
O -3.308 -0.128 2.227
Cl -3.239 0.601 4.708
N -0.446 0.571 1.103
C 0.768 0.361 0.446
C 1.169 -0.957 -0.314
C 0.372 -2.266 0.124
F 1.246 -3.378 0.091
H 3.809 5.035 0.240
H -0.050 3.817 2.366
H -1.820 2.553 3.479
H -2.715 2.751 1.932
H -1.111 -0.214 1.063
H 1.010 -0.840 -1.429
H 2.265 -1.197 -0.206
H -0.421 -2.470 -0.652
H -0.147 -2.176 1.114
C -4.167 -3.414 -0.037
O -3.913 -4.504 -0.537
N -5.296 -2.722 -0.324
N -3.331 -2.807 0.852
H -5.520 -1.830 0.075
H -5.936 -3.138 -0.980
H -2.480 -3.291 1.093
H -3.515 -1.918 1.273
C -5.619 -3.607 -4.066
O -5.720 -2.487 -3.589
N -4.567 -4.422 -3.792
N -6.551 -4.133 -4.909
H -4.465 -5.343 -4.173
H -3.858 -4.070 -3.171
H -7.343 -3.556 -5.133
H -6.486 -5.049 -5.310
C 7.398 3.303 -0.183
O 7.243 4.415 0.297
N 6.331 2.490 -0.358
N 8.600 2.809 -0.570
H 6.391 1.566 -0.744
H 5.432 2.847 -0.081
H 9.401 3.404 -0.447
H 8.727 1.897 -0.965
C -0.800 -5.558 2.358
O -0.901 -4.430 2.833
N 0.252 -6.370 2.622
N -1.737 -6.088 1.525
H 0.355 -7.298 2.245
H 0.965 -6.012 3.233
H -2.536 -5.513 1.305
H -1.674 -7.007 1.126
C 0.934 6.016 -2.871
O -0.056 6.509 -3.397
N 0.979 5.706 -1.542
N 2.065 5.733 -3.558
H 1.771 5.299 -1.079
H 0.155 5.903 -1.001
H 2.072 5.947 -4.541
H 2.886 5.333 -3.141
C -3.561 -7.599 4.712
O -2.869 -8.479 4.221
N -3.794 -6.435 4.059
N -4.142 -7.712 5.936
H -4.352 -5.685 4.423
H -3.369 -6.337 3.152
H -3.984 -8.565 6.442
H -4.711 -6.998 6.351
C -1.380 2.868 7.248
O -1.510 2.631 6.053
N -0.742 3.975 7.709
N -1.864 2.043 8.213
H -0.625 4.188 8.683
H -0.370 4.609 7.024
H -2.342 1.213 7.911
H -1.769 2.219 9.196
C -0.650 -3.057 -4.208
O -0.973 -2.227 -3.364
N -0.870 -4.387 -4.041
N -0.050 -2.715 -5.376
H -0.620 -5.087 -4.714
H -1.315 -4.669 -3.184
H 0.127 -1.737 -5.533
H 0.221 -3.377 -6.080
C 4.863 7.288 0.446
O 4.092 6.751 -0.355
N 4.584 8.476 1.043
N 6.041 6.727 0.792
H 5.194 8.928 1.697
H 3.712 8.916 0.805
H 6.262 5.842 0.353
H 6.686 7.128 1.447
C -0.706 2.300 -4.072
O -0.769 2.111 -5.274
N -0.138 3.393 -3.520
N -1.195 1.423 -3.155
H -0.085 3.539 -2.529
H 0.252 4.086 -4.135
H -1.625 0.583 -3.508
H -1.147 1.567 -2.165
C 2.117 8.861 -5.565
O 2.946 8.695 -4.682
N 0.844 8.393 -5.470
N 2.400 9.529 -6.719
H 0.150 8.518 -6.184
H 0.595 7.891 -4.626
H 3.332 9.889 -6.824
H 1.735 9.676 -7.456
C -0.065 -10.198 1.774
O 0.966 -9.862 2.338
N -0.064 -10.909 0.610
N -1.297 -9.891 2.257
H -0.897 -11.196 0.130
H 0.831 -11.154 0.223
H -1.338 -9.367 3.118
H -2.154 -10.155 1.810

***

| no. | calculated total energy (eV) |
| --- | --- |
| 1 | -63450.186 |
| 2 | -112532.413 |